No. 1
Here is a structure of composition C25H61I2N10O6P2S at a distorted geometry from the Open Molecules 2025 dataset. Energies are from the ωB97M-V functional and the def2-TZVPD basis.

```
107
Properties=species:S:1:pos:R:3:forces:R:3
N 4.92920 0.82333 -3.22075 0.06 -0.12 0.15
H 1.22003 -0.40858 -2.30152 0.20 -0.27 -0.09
H -0.97692 -2.16616 2.86397 -0.42 -0.01 0.25
N 4.57110 -3.00876 0.17050 -0.75 1.06 0.02
H 0.95297 1.06368 0.28618 0.23 0.30 0.45
C -0.20662 2.65199 -1.54014 -0.85 0.17 0.10
H 3.80148 -0.64859 -6.61878 -0.03 0.04 -0.06
P 3.02194 -2.84992 -0.61470 -0.01 -1.70 0.04
C 1.22632 0.52554 -1.75420 -0.07 0.23 0.47
H 0.37311 -0.53746 2.20007 0.21 -0.17 0.19
C -0.52547 2.03011 2.45780 0.13 -0.31 0.67
C 1.45469 0.26755 -0.24149 -0.50 -0.36 -1.16
H -6.88285 0.75176 0.18823 0.26 -0.05 0.22
H -4.83546 1.79274 0.36993 0.02 0.03 0.27
H 2.21871 -3.80048 1.62674 0.01 -0.05 0.17
H 4.25514 -2.61184 7.24363 0.01 0.00 -0.01
O 5.97724 -0.86962 5.21339 -0.09 -0.01 -0.12
H -4.29616 3.13238 -0.59599 0.25 0.07 -0.13
H 4.43167 0.72494 -4.08444 -0.13 -0.08 0.18
N 1.63437 -2.97013 1.77666 -0.11 -0.30 -0.15
N 6.72493 1.71959 -2.06273 0.04 -0.01 -0.01
H -9.21476 0.66583 -0.67967 -0.28 0.00 0.23
H -8.84605 1.99502 -1.75294 -0.20 0.23 -0.05
H 0.45094 -1.24184 -5.61712 -0.01 0.04 -0.06
H 7.55585 2.28194 -2.06028 -0.02 0.00 -0.01
H 0.50347 -4.03580 -1.83331 -0.13 0.28 -0.14
H -1.48310 3.23418 4.00198 -0.29 -0.02 0.18
H 3.50997 -2.16793 -2.58925 -0.24 0.30 0.19
H -4.77555 0.40923 -1.83523 -0.09 -0.35 0.01
H -6.32443 2.71299 -2.11345 -0.06 -0.10 -0.24
H 1.39647 3.26953 3.49126 0.07 0.13 -0.27
H 3.87360 0.89534 -5.84688 -0.05 0.13 -0.38
H 0.47903 1.61330 2.39665 0.25 -0.13 -0.16
C -4.04566 1.13217 -1.48771 -0.05 0.55 -0.35
N -0.26745 -3.94866 -1.17584 0.29 -0.24 0.48
H 1.42487 -5.16345 0.13440 -0.15 -0.20 0.77
C 0.85214 -1.08555 0.20675 -0.24 0.32 0.15
C 0.21000 -3.46135 1.67536 -0.67 -0.49 0.83
H -1.58433 4.20527 -1.14865 -0.04 0.17 0.24
C -2.56338 2.99083 -2.57172 -0.20 -0.65 0.04
H 6.42777 1.28663 -1.21011 -0.03 0.02 -0.01
I -0.08813 -4.77360 3.41038 -0.16 -0.48 -0.51
H -0.76446 -5.63848 0.52871 0.20 0.16 0.59
H 0.54744 4.24123 4.68161 -0.02 0.21 -0.01
O 6.43854 2.13417 -4.27329 -0.01 -0.02 -0.07
H 1.79047 -1.89650 -6.49320 -0.01 0.06 -0.07
C -0.64192 2.56356 3.89543 1.09 -0.29 -0.65
C -0.79620 -2.28916 1.80653 0.98 -0.18 -0.51
C 2.00818 -1.95075 0.71732 0.35 1.03 -0.97
H -3.50927 -4.42168 0.27221 0.23 -0.09 -0.31
H -0.74440 1.67740 4.51309 -0.54 0.02 0.37
C -3.10175 -4.14573 1.23581 0.17 -0.10 0.11
H -4.11380 1.84217 -3.49564 -0.08 0.17 -0.22
H -6.94629 0.39878 -1.52322 0.00 -0.23 -0.07
H -1.77942 0.36649 3.04324 0.10 -0.34 0.13
H 5.11776 -2.17680 -0.06688 0.19 -0.17 -0.03
P 0.12249 -4.61012 0.18009 -0.08 0.11 -1.99
H -1.96459 3.11358 -3.47038 0.18 0.21 -0.16
N 1.39783 -1.15895 -5.93923 0.02 -0.10 0.18
H -8.79049 2.27044 0.00379 -0.31 0.13 0.13
H 2.70340 -1.26785 1.18806 0.09 0.08 0.40
H 6.18792 -1.66635 8.28386 -0.01 0.00 -0.02
H 4.43773 -2.91549 1.17930 0.33 -0.31 0.06
N 4.55169 -2.16213 6.39766 -0.09 0.03 0.12
H -2.47014 1.41708 1.86960 -0.31 -0.06 0.02
H -0.09801 1.32046 -3.17502 -0.15 -0.15 -0.27
S -2.46481 -2.47999 1.06586 -1.91 1.70 -0.01
N 3.35786 0.06201 -6.06752 0.18 -0.07 0.20
O -3.30398 -1.66097 1.89105 0.07 -0.35 1.40
H -0.56494 2.85256 1.74994 -0.10 0.06 -0.29
C 5.68101 -1.38604 6.27461 0.11 0.08 0.07
H 2.52569 0.31211 -0.06562 0.10 0.05 0.33
H 0.33844 -1.48222 -0.66726 -0.01 -0.59 0.05
H -6.62991 3.19875 -0.46573 -0.11 0.27 -0.04
C -1.53805 0.93208 2.14933 -0.47 0.82 -0.64
H 0.31095 2.78401 -0.59045 0.15 -0.07 0.14
C -4.79455 2.16865 -0.65096 -0.33 -0.25 0.00
C -7.12322 1.17399 -0.78245 -0.48 0.26 -0.46
C -0.18015 -0.91127 1.32955 0.25 -0.04 0.13
H -2.40320 -4.87510 1.62397 0.15 -0.09 -0.11
H -2.73127 0.88281 -3.13847 0.30 -0.13 -0.13
C 2.07395 -0.01758 -5.60516 -0.05 0.01 -0.16
C 6.05863 1.59619 -3.25143 0.02 0.03 0.02
H 0.25133 3.34837 -2.23479 0.34 0.03 -0.16
H -1.05725 0.51736 0.17974 -0.19 0.03 -0.09
C -8.60524 1.55659 -0.78827 0.65 -0.45 -0.45
C -0.08208 1.24013 -2.09465 0.58 0.00 -0.08
O -2.51377 -2.07854 -0.29513 1.01 -0.87 -1.20
H -3.92284 -4.07871 1.93454 -0.11 0.22 0.27
I 2.19991 -2.32358 3.70852 0.32 0.68 -0.05
C 0.68389 3.23382 4.30672 -0.25 0.14 0.29
C -6.24849 2.38330 -1.07988 0.33 0.03 0.84
O 1.57371 0.86832 -4.93632 -0.01 -0.03 0.13
O 3.30290 -1.72340 -1.74784 0.32 0.14 0.15
N -1.20477 0.03378 1.05234 0.17 0.20 0.03
H -3.35895 0.56773 -0.87358 0.39 -0.10 0.26
H 7.25285 -0.68378 7.34058 -0.01 -0.01 0.00
H -3.29601 3.78963 -2.58727 -0.06 0.30 0.12
H -2.07256 2.69792 -0.43851 -0.30 -0.24 0.04
C -1.65958 3.13724 -1.34327 0.61 0.21 -0.33
C -3.34816 1.68038 -2.74068 -0.19 -0.08 0.35
N 6.42308 -1.24501 7.40518 0.00 0.01 -0.03
H 1.16700 2.67705 5.10239 0.08 -0.11 0.19
H 4.58183 0.36115 -2.40146 -0.03 0.06 0.01
H 2.08376 1.08791 -2.10808 0.01 0.28 -0.32
H 4.01293 -2.26105 5.56099 0.21 -0.20 0.13
H -0.91938 0.59181 -1.83700 -0.24 0.00 0.25
```
Positions in Å, forces in eV/Å.

Output
Frontier orbital gap   5.349 eV
Net charge   +1
HOMO   -11.105 eV
LUMO level   -5.8 eV



No. 2
Here is a cluster of 9 separate species, C25H61N7O9S2 in total at a distorted geometry from the Open Molecules 2025 dataset. Energies are from the ωB97M-V functional and the def2-TZVPD basis.

```
104
Properties=species:S:1:pos:R:3:forces:R:3
H 3.97219 5.73962 -1.95957 0.02 -0.03 -0.02
H -0.96217 1.24557 0.81110 -0.27 -0.12 -0.19
H -1.83578 -3.37086 0.06951 0.14 -0.24 -0.06
H -5.35228 1.58049 2.08092 -0.03 -0.26 -0.01
H -0.02081 4.76859 -1.75635 0.07 0.69 -0.12
C 1.64484 4.20777 -4.33179 -0.47 -0.19 -0.38
H -2.27396 8.83374 -1.09567 -0.28 -0.06 0.29
H 1.14805 -3.08853 -5.82401 0.27 0.02 0.15
H -1.02320 -9.95962 2.60956 -0.01 0.05 -0.01
H 1.51284 -5.08729 1.65136 -0.19 0.00 -0.01
H -0.08225 -10.12740 1.15092 -0.04 0.19 -0.20
H 3.04187 0.64467 5.84243 0.00 -0.04 -0.08
O 0.08642 -1.85502 1.13305 -0.96 -0.12 0.96
H 0.63175 -4.11253 -4.44023 -0.39 -0.18 -0.83
N 2.46292 4.88109 0.69157 -0.19 0.04 -0.14
S 2.45312 0.95985 3.50377 -0.90 -0.30 0.72
H 2.26022 3.64261 -5.03528 0.10 -0.09 0.13
H -0.91026 -0.46804 -1.46827 -0.42 -0.26 0.01
H 0.72069 4.59798 1.88207 -0.25 0.09 -0.38
H 0.66551 -0.42921 4.43288 0.08 0.49 0.00
H -0.33139 -3.56563 -0.82647 0.24 0.14 0.55
C -1.04693 -9.79544 1.53077 0.43 -0.49 0.31
H 0.70110 0.67855 0.56763 -0.25 -0.52 0.44
H -0.54109 -5.72723 -0.33866 -0.48 0.69 0.04
C -1.51832 8.47796 -0.39087 -0.03 0.56 0.06
H 1.66394 1.76939 5.61769 -0.13 -0.26 -0.11
C 1.51140 -5.76220 2.51485 0.31 1.16 -0.82
S -4.42785 1.29530 -0.11967 0.35 1.13 0.36
O 1.27438 -5.49383 4.83744 -0.77 0.44 -0.15
C 2.28750 -0.54287 -2.51168 0.18 -1.00 0.11
H -1.32578 1.45317 -2.48316 0.12 -0.09 -0.06
H -0.00731 -3.47974 2.70943 0.76 -0.95 -0.85
H -1.28521 4.02695 -0.96087 -0.79 0.11 -0.09
H 2.25757 -1.16936 4.60000 0.09 -0.15 -0.22
H 3.28946 2.33320 5.37300 0.16 -0.07 -0.40
H -1.27445 1.13114 -4.26292 -0.52 -0.26 0.29
C 0.70491 -3.08876 -4.82617 0.43 -1.74 0.38
O 1.38556 1.83889 2.92452 0.31 -0.73 0.59
H 1.87242 3.24006 1.86831 0.00 1.03 0.24
H 2.05558 4.10617 -3.32786 0.05 0.02 -0.02
H -0.29986 -2.70339 -4.95283 0.13 0.54 0.66
O -3.07962 1.71651 -0.61615 -0.47 -0.58 -0.03
H 0.98101 -6.65643 2.19831 0.06 -0.17 0.38
H -0.02603 1.37936 -0.74117 -0.66 0.45 0.12
H -1.64658 -2.82895 -1.56734 -0.11 1.12 0.11
C -0.69124 -7.60865 0.32852 -0.33 -0.10 0.31
H -4.56211 -0.92029 -1.16440 -0.11 0.48 -0.20
C -0.63770 -1.69226 0.15120 2.21 1.06 -1.78
O 0.09004 7.54159 -1.85622 -0.17 -0.50 0.27
H 2.25360 -0.92152 -1.48661 -0.06 0.12 0.07
C 2.64369 1.46479 5.24719 -0.07 0.31 0.11
N 1.54890 -2.48076 -3.80619 -1.40 1.21 -0.67
C -0.67782 -3.36261 4.56635 0.56 -0.92 0.07
C -0.83600 7.33328 -1.08333 0.56 0.67 -0.51
C -4.33181 1.48190 1.70439 -0.59 -0.36 0.07
C 0.21684 3.65000 -4.46547 0.89 1.28 -0.62
O 2.98188 3.45643 -1.00913 -0.30 -0.60 -0.09
C 0.92887 -5.08033 3.73078 1.49 -1.45 0.44
N -1.38601 6.13079 -0.84597 -0.08 -1.14 0.23
N -0.02067 2.61701 -3.65581 -0.38 -0.97 1.91
H 2.16331 0.53496 -2.50081 -0.16 -0.04 -0.12
C 4.15508 5.55052 -0.90395 0.01 -1.06 -0.05
H -1.82575 -10.44645 1.12861 -0.02 0.15 -0.19
C -4.59255 -0.48741 -0.16757 0.70 -1.18 0.97
C -1.30931 -6.22943 0.24128 0.41 -0.74 -0.37
H -1.55861 -5.75835 1.18985 0.22 0.05 0.04
H 3.27425 -0.80336 -2.89885 0.07 0.18 0.03
C 1.61482 -0.60263 3.92597 0.16 -0.02 -0.04
C 1.21591 -1.25317 -3.33762 1.23 1.48 0.50
C -1.08911 4.90544 -1.57582 0.88 0.05 -0.02
N -1.27106 -8.39809 1.26860 -0.13 0.03 0.26
N 0.08758 -4.07538 3.52432 -1.66 2.33 0.60
H 1.07942 3.38910 0.48019 -0.92 0.74 -0.16
H 4.19983 6.49658 -0.37170 -0.17 -0.09 0.19
O 0.18237 -7.94194 -0.44717 0.00 -0.42 0.15
H -2.12164 2.55684 -3.59005 -0.01 -0.04 -0.08
H -3.83579 0.63314 2.17476 0.02 -0.05 -0.11
C -1.27140 1.88200 -3.47631 -0.06 0.74 -1.25
H -0.84353 9.32173 -0.26078 0.23 -0.20 -0.03
H -0.28048 -2.37313 4.78458 -0.02 0.11 -0.32
H -1.93687 8.22869 0.58397 -0.25 -0.07 -0.15
H -0.63367 -3.89512 5.51397 -0.23 -0.28 -0.16
H -2.22863 -6.40022 -0.32225 0.02 0.45 -0.19
H -1.88608 -7.93105 1.91133 -0.09 0.04 -0.10
H 5.09865 5.01086 -0.80310 0.25 0.37 -0.19
C 1.43373 4.05536 1.27390 1.19 -1.79 -0.18
H -5.46936 -0.86005 0.36664 -0.38 0.54 -0.25
O -0.55689 4.10727 -5.29285 -0.22 -0.45 0.20
H -3.82197 2.39284 2.01040 0.19 0.08 -0.60
H 0.56632 2.51887 -2.84239 0.51 0.19 -0.37
H 1.39240 -1.14685 3.00861 0.21 0.04 -0.06
H -1.67976 -3.31495 4.14525 -0.23 0.31 0.55
H -2.21801 6.07910 -0.28589 0.03 0.28 0.10
C -1.13583 -2.86323 -0.60287 -0.93 -1.85 -0.22
H 2.67368 5.76161 1.12149 0.09 0.08 -0.17
N -0.74338 -0.49853 -0.47383 -0.41 0.35 0.94
H -3.77962 -0.94767 0.40634 0.30 0.25 -0.23
H -1.59409 4.92274 -2.54008 -0.09 -0.42 0.01
C -0.29168 0.75583 0.11462 1.65 -0.07 -0.78
H 2.46240 -2.86610 -3.65989 0.10 0.13 0.06
C 3.14168 4.50402 -0.41565 0.16 1.96 0.24
O 0.17452 -0.65799 -3.57045 -0.36 -0.87 -0.11
H 1.66189 5.23789 -4.67954 -0.12 0.05 0.21
H 2.56268 -5.94001 2.72536 -0.09 -0.49 0.09
```
Positions in Å, forces in eV/Å.

Output
Frontier orbital gap   8.858 eV
Net charge   0
HOMO   -8.754 eV
LUMO level   0.1 eV



| no. | molar mass (g mol⁻¹) |
| --- | --- |
| 1 | 945.65 |
| 2 | 667.94 |